Record 1
The following is a quantum chemistry calculation of a structure of composition C34H96BBaN8O10 at a distorted geometry, from the OMol25 dataset.

Geometry (Å):
Ba (-0.359, -1.635, -0.809)
O (-2.356, -6.818, -2.148)
C (-1.693, -5.795, -2.912)
C (-1.826, -4.272, -2.518)
O (-1.959, -3.967, -1.135)
H (-1.884, -5.931, -3.976)
H (-0.641, -6.080, -2.896)
H (-2.704, -3.875, -3.028)
H (-0.985, -3.691, -2.898)
B (1.647, 0.238, -0.017)
H (2.414, 0.994, -0.077)
H (0.704, 0.637, -0.357)
H (1.933, -0.604, -0.628)
H (1.493, -0.128, 0.986)
C (-3.539, -1.850, 2.706)
C (-3.627, -0.741, 1.628)
C (-4.300, 0.564, 2.179)
O (-4.740, 1.448, 1.168)
C (-5.614, 2.471, 1.610)
N (-2.185, -0.482, 1.279)
H (-2.917, -1.604, 3.567)
H (-3.320, -2.855, 2.345)
H (-4.494, -2.013, 3.205)
H (-4.093, -0.966, 0.668)
H (-3.653, 1.078, 2.889)
H (-5.175, 0.189, 2.710)
H (-5.103, 3.238, 2.191)
H (-6.567, 2.081, 1.967)
H (-5.791, 3.032, 0.692)
H (-1.660, -0.395, 2.137)
H (-2.127, 0.462, 0.922)
C (1.299, 2.300, -4.038)
C (2.661, 2.484, -3.332)
C (2.558, 3.616, -2.287)
O (1.983, 4.801, -2.799)
C (2.101, 5.714, -1.778)
N (3.047, 1.135, -2.840)
H (1.108, 3.051, -4.804)
H (0.489, 2.280, -3.308)
H (1.269, 1.383, -4.627)
H (3.303, 2.880, -4.118)
H (3.576, 3.705, -1.908)
H (1.975, 3.149, -1.494)
H (1.733, 6.666, -2.161)
H (3.113, 5.850, -1.397)
H (1.502, 5.456, -0.904)
H (3.985, 1.174, -2.467)
H (2.608, 1.072, -1.932)
C (-1.100, 2.988, 3.545)
C (-0.288, 1.785, 3.946)
C (-0.880, 1.140, 5.157)
O (-0.603, 2.000, 6.265)
C (-0.385, 1.414, 7.478)
N (-0.219, 0.841, 2.877)
H (-0.538, 3.571, 2.814)
H (-1.342, 3.641, 4.384)
H (-2.097, 2.728, 3.189)
H (0.736, 2.090, 4.161)
H (-0.420, 0.170, 5.343)
H (-1.959, 1.000, 5.083)
H (-0.322, 2.257, 8.165)
H (0.589, 0.925, 7.517)
H (-1.169, 0.768, 7.872)
H (0.503, 0.229, 3.229)
H (0.233, 1.212, 2.053)
C (-1.108, 3.329, -0.794)
C (-2.637, 3.491, -0.709)
C (-3.065, 4.862, -0.097)
O (-2.462, 5.928, -0.812)
C (-2.646, 7.208, -0.214)
N (-3.345, 3.155, -1.930)
H (-0.808, 2.449, -1.363)
H (-0.686, 3.133, 0.192)
H (-0.688, 4.211, -1.277)
H (-2.881, 2.730, 0.032)
H (-2.642, 4.893, 0.907)
H (-4.154, 4.890, -0.128)
H (-3.706, 7.448, -0.133)
H (-2.220, 7.924, -0.917)
H (-2.210, 7.220, 0.785)
H (-4.323, 3.268, -1.705)
H (-3.144, 3.855, -2.630)
C (-3.959, -0.594, -2.607)
C (-2.531, -0.400, -3.278)
C (-2.472, 0.300, -4.607)
O (-1.227, 0.146, -5.237)
C (-1.098, 0.918, -6.441)
N (-1.719, 0.371, -2.306)
H (-3.932, -1.477, -1.969)
H (-4.660, -0.783, -3.420)
H (-4.179, 0.309, -2.037)
H (-2.146, -1.409, -3.428)
H (-2.711, 1.362, -4.562)
H (-3.161, -0.149, -5.322)
H (-1.081, 2.005, -6.360)
H (-1.896, 0.761, -7.167)
H (-0.117, 0.703, -6.866)
H (-0.874, 0.470, -2.851)
H (-2.104, 1.305, -2.311)
C (2.595, -1.622, -4.878)
C (1.629, -2.157, -3.768)
C (2.384, -2.904, -2.666)
O (1.496, -3.451, -1.761)
C (2.011, -4.568, -1.066)
N (0.895, -1.025, -3.329)
H (2.140, -1.324, -5.822)
H (3.343, -2.379, -5.114)
H (3.113, -0.718, -4.556)
H (0.922, -2.893, -4.150)
H (3.052, -2.288, -2.064)
H (3.104, -3.547, -3.171)
H (1.687, -4.668, -0.030)
H (3.089, -4.507, -0.918)
H (1.810, -5.438, -1.692)
H (0.502, -0.744, -4.216)
H (1.606, -0.340, -3.114)
C (-0.465, -3.938, 3.394)
C (0.122, -2.563, 3.076)
C (1.200, -2.180, 4.132)
O (1.627, -0.881, 3.808)
C (2.748, -0.553, 4.651)
N (0.676, -2.656, 1.702)
H (-1.337, -4.174, 2.784)
H (-0.893, -3.726, 4.374)
H (0.230, -4.777, 3.387)
H (-0.679, -1.825, 3.027)
H (2.000, -2.918, 4.194)
H (0.760, -2.089, 5.125)
H (3.298, 0.351, 4.386)
H (3.459, -1.333, 4.921)
H (2.387, -0.280, 5.642)
H (1.379, -3.382, 1.684)
H (1.206, -1.798, 1.744)
C (5.838, -1.691, 0.044)
C (4.538, -2.039, 0.763)
C (4.651, -3.408, 1.599)
O (3.287, -3.696, 2.002)
C (3.337, -4.917, 2.783)
N (4.139, -0.847, 1.498)
H (5.871, -0.696, -0.401)
H (5.866, -2.341, -0.831)
H (6.783, -1.948, 0.522)
H (3.745, -2.294, 0.060)
H (5.338, -3.445, 2.445)
H (4.994, -4.223, 0.961)
H (2.329, -5.150, 3.126)
H (4.034, -4.863, 3.620)
H (3.703, -5.773, 2.215)
H (3.523, -1.108, 2.256)
H (3.591, -0.296, 0.853)

Summary:
Gap between HOMO and LUMO   2.76 eV
LUMO energy   0.0673 hartree
Strongest force on any atom   4.2 eV/Å
Total charge   -1
Highest occupied orbital energy   -0.034 Eh


Record 2
The following is a quantum chemistry calculation of a cluster of 7 separate species, C34H96N17O5P5 in total at a distorted geometry, from the OMol25 dataset.

Geometry (Å):
C (-10.522, -3.907, 4.931)
N (-9.153, -3.931, 5.537)
C (-8.910, -2.706, 6.416)
P (-7.813, -4.501, 4.641)
O (-6.561, -3.914, 5.152)
N (-8.074, -6.209, 4.952)
C (-7.481, -6.722, 6.147)
C (-9.257, -6.889, 4.448)
N (-8.092, -4.167, 2.974)
C (-8.577, -2.812, 2.551)
C (-7.299, -4.760, 1.924)
H (-11.225, -4.168, 5.722)
H (-10.613, -4.403, 3.964)
H (-10.777, -2.889, 4.634)
H (-9.518, -2.891, 7.301)
H (-9.241, -1.783, 5.940)
H (-7.889, -2.510, 6.743)
H (-6.634, -6.052, 6.296)
H (-8.219, -6.774, 6.947)
H (-7.033, -7.680, 5.884)
H (-9.271, -7.974, 4.561)
H (-10.163, -6.454, 4.871)
H (-9.450, -6.743, 3.386)
H (-9.232, -3.023, 1.706)
H (-9.124, -2.226, 3.290)
H (-7.843, -2.127, 2.126)
H (-7.083, -5.811, 2.116)
H (-6.308, -4.321, 1.807)
H (-7.872, -4.844, 1.001)
C (0.125, 3.414, 6.107)
N (0.873, 4.612, 6.387)
C (0.297, 5.844, 6.113)
P (2.499, 4.613, 7.064)
O (2.738, 5.634, 8.046)
N (2.730, 3.072, 7.810)
C (4.025, 2.335, 7.614)
C (2.003, 2.673, 9.041)
N (3.601, 4.538, 5.666)
C (3.412, 3.592, 4.608)
C (4.814, 5.383, 5.558)
H (-0.926, 3.695, 6.038)
H (0.206, 2.666, 6.896)
H (0.482, 2.957, 5.185)
H (-0.411, 6.043, 6.917)
H (-0.178, 5.853, 5.132)
H (1.057, 6.616, 6.238)
H (4.797, 2.520, 8.360)
H (3.830, 1.266, 7.531)
H (4.422, 2.696, 6.665)
H (2.027, 3.606, 9.604)
H (0.951, 2.406, 8.943)
H (2.658, 2.086, 9.685)
H (4.299, 3.600, 3.975)
H (3.335, 2.597, 5.046)
H (2.423, 3.763, 4.184)
H (5.644, 4.943, 6.112)
H (4.468, 6.297, 6.041)
H (4.923, 5.662, 4.510)
C (-1.216, 9.787, -10.594)
N (-0.604, 8.405, -10.354)
C (-1.229, 7.460, -11.131)
P (0.612, 8.122, -9.244)
O (1.321, 9.377, -8.969)
N (-0.164, 7.422, -7.854)
C (0.456, 6.738, -6.745)
C (-1.511, 7.836, -7.352)
N (1.548, 6.819, -9.886)
C (2.494, 7.106, -10.830)
C (0.890, 5.450, -10.057)
H (-0.661, 10.569, -10.075)
H (-2.196, 9.846, -10.119)
H (-1.330, 10.104, -11.631)
H (-2.189, 7.814, -11.507)
H (-1.309, 6.534, -10.562)
H (-0.601, 7.244, -11.996)
H (1.528, 6.719, -6.945)
H (0.447, 7.162, -5.740)
H (0.243, 5.671, -6.682)
H (-2.088, 6.929, -7.167)
H (-1.341, 8.425, -6.452)
H (-2.141, 8.303, -8.109)
H (3.153, 7.828, -10.349)
H (3.090, 6.228, -11.079)
H (2.004, 7.526, -11.709)
H (0.075, 5.263, -9.358)
H (1.746, 4.793, -9.906)
H (0.473, 5.215, -11.036)
C (-0.788, -8.666, 3.990)
N (0.479, -8.868, 3.236)
C (0.211, -9.926, 2.166)
P (1.829, -7.758, 3.129)
O (2.085, -7.136, 1.844)
N (1.511, -6.667, 4.400)
C (1.715, -6.999, 5.810)
C (0.656, -5.525, 4.201)
N (3.213, -8.735, 3.564)
C (4.445, -8.033, 3.569)
C (3.067, -9.875, 4.581)
H (-0.758, -7.780, 4.624)
H (-0.737, -9.510, 4.678)
H (-1.672, -8.728, 3.355)
H (1.121, -10.245, 1.659)
H (-0.560, -9.720, 1.423)
H (-0.079, -10.843, 2.679)
H (1.955, -6.068, 6.324)
H (0.772, -7.422, 6.155)
H (2.514, -7.711, 6.017)
H (0.313, -5.143, 5.163)
H (1.290, -4.702, 3.871)
H (-0.153, -5.518, 3.470)
H (4.576, -7.413, 4.456)
H (5.146, -8.862, 3.671)
H (4.626, -7.593, 2.589)
H (3.545, -10.765, 4.172)
H (2.041, -10.200, 4.753)
H (3.596, -9.558, 5.480)
C (7.335, 2.594, -5.669)
N (7.521, 2.046, -4.273)
C (8.272, 2.822, -3.384)
P (6.498, 0.858, -3.485)
O (5.317, 1.414, -2.749)
N (6.042, -0.095, -4.785)
C (7.032, -0.655, -5.733)
C (4.614, -0.351, -4.936)
N (7.644, -0.104, -2.529)
C (8.963, -0.477, -2.895)
C (7.285, -0.711, -1.174)
H (7.327, 1.861, -6.476)
H (8.177, 3.141, -6.094)
H (6.587, 3.379, -5.776)
H (7.754, 3.781, -3.371)
H (9.341, 2.903, -3.580)
H (8.078, 2.516, -2.356)
H (7.897, -1.148, -5.290)
H (6.543, -1.468, -6.269)
H (7.339, -0.043, -6.581)
H (4.616, -1.177, -5.646)
H (4.177, -0.769, -4.029)
H (3.991, 0.513, -5.169)
H (9.121, -1.430, -3.400)
H (9.255, 0.275, -3.627)
H (9.665, -0.363, -2.069)
H (6.289, -1.151, -1.221)
H (7.146, 0.104, -0.464)
H (8.022, -1.409, -0.777)
C (-2.380, 1.021, -0.965)
C (-3.030, 1.189, -2.232)
N (-3.574, 1.302, -3.291)
H (-2.282, 1.989, -0.473)
H (-1.446, 0.476, -1.101)
H (-2.959, 0.382, -0.298)
C (-10.119, 2.502, -6.907)
C (-10.597, 2.214, -5.567)
N (-10.978, 1.954, -4.460)
H (-9.280, 1.807, -6.945)
H (-9.685, 3.502, -6.918)
H (-10.862, 2.284, -7.674)

Summary:
Gap between HOMO and LUMO   8.80 eV
LUMO energy   0.0184 hartree
Energy relative to the best compared isomer or geometry (same formula, charge and spin)   837.5 kJ/mol
Strongest force on any atom   6.1 eV/Å
SMILES string   CN(C)P(=O)(N(C)C)N(C)C.CN(C)P(=O)(N(C)C)N(C)C.CN(C)P(=O)(N(C)C)N(C)C.CN(C)P(=O)(N(C)C)N(C)C.CN(C)P(=O)(N(C)C)N(C)C.CC#N.CC#N
Highest occupied orbital energy   -0.305 Eh


> Among the records above, which one has the highest highest occupied orbital energy?

C34H96BBaN8O10